A single C6H7N molecule at a distorted geometry. Source: the OMol25 dataset; level of theory: wB97M-V/def2-TZVPD.

Each atom is followed by the atoms it is bonded to, with distances in Å.
Geometry (Å):
1 N 1.0859 1.3779 0.1562  C2 1.327, C3 1.435, C4 1.373
2 C 0.7488 1.7299 -1.0785  N1 1.327, C3 1.457
3 C -0.0770 0.7433 -0.3943  N1 1.435, C2 1.457, C6 1.536, C7 1.526
4 C 1.9812 0.4129 0.5478  N1 1.373, C5 1.339, H8 1.097
5 C 1.6426 -0.7665 0.0126  C4 1.339, C7 1.556, H12 1.115
6 C -1.4279 0.8517 0.3291  C3 1.536, H9 1.047, H10 1.175, H14 1.166
7 C 0.2351 -0.7282 -0.6500  C3 1.526, C5 1.556, H11 1.066, H13 1.052
8 H 2.9116 0.6761 1.0666  C4 1.097
9 H -2.2650 0.5067 -0.1964  C6 1.047
10 H -1.5998 1.9833 0.5969  C6 1.175
11 H -0.5370 -1.2533 -0.1350  C7 1.066
12 H 2.1161 -1.7750 0.0526  C5 1.115
13 H 0.3709 -1.1197 -1.6165  C7 1.052
14 H -1.2676 0.2184 1.2952  C6 1.166

Charge   0
LUMO energy   0.486 eV
Energy above the lowest of the compared OMol25 structures with the same formula, charge and spin   122.7 kcal/mol
E   -7820.3266 eV